Below is a molecular structure, C36H45BMnN7S4, with properties calculated with ωB97M-V/def2-TZVPD.

Properties
E = -123828.5680 eV
Frontier orbital gap (alpha / beta) = 6.05 / 6.45 eV

Structure (ORCA input):
```
! wB97M-V def2-TZVPD RIJCOSX def2/J DEFGRID3
* xyz 1 6
C 1.0181 -1.9414 4.7230
C -4.6277 1.3589 2.6124
H -0.0565 -8.3464 2.6079
H 1.7344 -1.1732 -5.6644
C 0.1719 -3.7395 3.3054
H 3.2292 1.5941 -3.6947
C -2.3994 -2.8583 -4.0888
C -0.3496 -7.3439 2.3248
H 5.0202 -1.5394 1.0422
Mn -1.3145 -2.7382 1.1444
S -3.0188 -1.1903 2.1636
H 1.0148 4.0566 3.1646
S -2.3871 -2.7785 -0.9539
H -3.1381 3.0158 -2.6589
H 0.2524 2.1048 -4.5421
C -3.5399 1.4125 1.5868
C -2.0101 3.7956 -0.9670
H 3.8777 -2.8870 1.2369
C 0.8534 3.1181 2.6317
H 1.6733 1.9637 -5.5814
C 0.1289 -6.2597 3.0326
H -3.0035 5.2860 0.3033
H 0.1672 -0.4186 3.4642
H 3.7637 1.6536 3.8158
C 0.4028 -0.3575 -3.3960
C 2.7705 2.1032 3.8705
C -0.6730 3.6811 -1.6928
C 2.4378 1.0914 -3.1368
H -2.3430 -2.7473 -5.1696
H 0.2825 0.9168 -5.8526
H 2.1219 1.4254 4.4301
C -0.2590 -4.9775 2.6596
H -5.2174 2.2732 2.5909
N -1.5258 1.5188 -0.3343
H -3.8739 3.4189 1.0537
C 2.3357 -0.6494 -4.9191
C 3.1560 3.2833 1.6844
H -2.2028 -5.6304 0.0938
C 2.1898 2.3965 2.4805
H -1.6968 5.9114 -0.6858
H 0.1345 2.5205 3.1961
N 0.6743 -0.3848 0.6527
H 1.9049 1.8343 -2.5431
B -0.6589 -0.5885 0.0412
H -1.5957 -7.9684 0.6694
H -0.6513 2.8115 -2.3504
C 1.6250 -1.3436 0.4903
H -3.0275 4.7816 -2.6064
C 2.9601 -0.9912 0.9114
C -1.4465 -1.9241 -3.4134
H 4.1073 0.4954 1.8594
H -0.4610 -1.2699 -5.1632
N 0.3236 -0.2052 -2.1063
C -2.0124 5.0549 -0.0888
C -1.4391 -1.8019 -1.9915
C -2.2546 2.5633 -0.1113
H 1.4788 -1.3725 5.5165
N -0.6204 -0.9089 -1.4550
H -5.2789 0.5021 2.4419
H -1.3224 4.9617 0.7531
H 4.1354 2.8178 1.5582
C 4.0776 -1.9595 0.6974
S 1.1804 -2.8350 -0.1131
H -0.5142 4.5788 -2.2919
N -1.0973 -4.7946 1.6162
C -0.1517 -2.5131 2.7913
H -4.1229 3.9364 -1.5120
H -3.4238 -2.6749 -3.7637
C -1.2035 -7.1442 1.2466
H 2.7817 -1.3933 -4.2560
N -1.7502 0.4026 0.4060
C 3.1231 0.2020 1.5155
C -0.5199 -1.1935 -4.0844
H -2.1665 -3.8924 -3.8283
C -2.7258 0.2487 1.3289
C 1.5165 0.3763 -4.1243
C 2.0139 1.0835 1.7373
H 0.1568 3.5812 -0.9885
H 2.8994 0.3852 -2.4440
H 4.1646 -2.2263 -0.3568
H -4.2026 1.2341 3.6102
S 1.0684 -3.6478 4.7710
H 2.8597 3.0323 4.4353
C 0.3321 -1.4740 3.6387
C -1.5473 -5.8501 0.9271
C -3.2780 2.5326 0.8795
H 3.3066 4.2277 2.2102
C 0.8866 1.3977 -5.0804
H 0.4084 3.3414 1.6603
H 3.1428 -0.1405 -5.4484
H 0.8034 -6.3929 3.8678
H 2.7549 3.5063 0.6930
N 0.8314 0.7940 1.3101
C -3.1454 3.8841 -1.9967
*
```

Löwdin population analysis, charges in e, atoms 1 to 5:
1. C -0.401
2. C -0.062
3. H 0.119
4. H 0.080
5. C -0.533


Below is 6 unconnected molecules or ions with the total composition C36H45N10O in a non-equilibrium geometry, with properties calculated with ωB97M-V/def2-TZVPD.

Properties
E = -54994.1743 eV
Frontier orbital gap = 7.84 eV

Structure (ORCA input):
```
! wB97M-V def2-TZVPD RIJCOSX def2/J DEFGRID3
* xyz 1 1
H -8.3594 1.2553 2.7656
H -0.3503 4.5754 -5.6239
H 5.8349 -0.6653 3.4228
C 1.5468 3.9196 -4.8504
H -1.4506 -3.9611 -5.8573
H 3.2349 3.0080 -3.8693
H 2.1046 1.1214 2.1362
N 5.0959 1.8327 -5.7241
H 6.6169 0.1176 4.9546
H 0.5434 -3.2897 4.0564
H 1.6603 0.1326 3.9715
H -2.1652 -0.6795 6.3421
H -0.3764 1.4168 -2.7235
C 3.8627 2.7861 1.0753
C -11.2445 0.1399 0.5498
C -0.1525 -2.5919 3.4341
H 4.0836 -0.0641 5.4450
H -0.5597 -1.4120 -1.7387
C -0.0389 -1.2235 -0.7345
H 4.4485 0.9123 -4.0024
C 1.5858 -4.2606 -4.4104
C 0.7614 -2.0279 -4.4614
H -5.0050 -1.7070 3.2087
N -0.2352 -1.7918 0.5950
H -9.4431 -0.9508 3.2019
H 1.3451 0.2189 -1.3230
C 6.5189 0.4374 -4.3710
C 0.4191 -4.6631 -5.0455
H 3.0857 1.4651 -0.6926
H -12.0624 -0.1305 -0.1068
H 4.2489 3.4942 0.2512
N 2.5129 0.6739 1.2800
C 3.8290 -2.1381 4.4010
H 8.1919 1.6321 -7.0616
C -5.0056 1.6492 3.6597
H 2.6641 -2.5681 -3.6171
C -6.4313 -0.5651 4.3428
C -4.5838 0.4088 3.2016
H -4.4646 2.5531 3.4074
H 4.7000 2.1137 1.5251
C 2.1556 3.0294 -3.9815
H 3.2220 -2.9124 4.9954
C 6.0513 -0.8017 4.5633
H -6.5088 2.6489 4.8378
H -3.6984 0.3255 2.5799
H 4.9081 -1.5268 6.3877
H -1.6381 2.9409 -4.2436
H 6.6327 -0.1845 -3.4913
C -1.8025 -1.2026 5.3716
C 2.7635 1.8217 0.3505
C 7.5776 0.6451 -5.2446
H -11.3367 -1.6540 1.7338
C -10.5750 1.3420 0.3861
H 1.6144 -1.4795 4.8741
C 6.1389 2.0182 -6.5524
C 7.3879 1.4500 -6.3592
C 1.7651 -2.9167 -4.1113
N 1.5215 -0.1826 0.8271
H 3.3300 3.3373 1.9336
C -10.8380 -0.7036 1.5745
O 3.0875 -1.4279 3.3710
C -1.2424 -1.8446 4.3665
H 8.5417 0.1836 -5.0584
N 0.7789 -1.5594 2.8188
C -9.7860 -0.3166 2.3934
C -5.3072 -0.7237 3.5483
N -9.5548 1.7425 1.1651
C 5.3075 1.0472 -4.6535
H -10.8536 2.0339 -0.4025
C 0.1626 3.8945 -4.9529
H 5.9421 2.6574 -7.4071
C 1.7773 -1.0012 3.8223
H 6.7687 -1.7124 4.6481
C -9.1830 0.9070 2.1509
N -0.3772 -2.3899 -5.0782
H 0.8532 -0.9670 -4.2462
H -7.0319 -1.4198 4.6380
H -0.6672 -3.2595 2.6609
H 0.2467 -5.7034 -5.2929
H 4.6670 -2.7299 3.8453
H 1.7846 2.4341 0.2387
C 4.6430 -1.0806 5.3613
H 2.3484 -4.9874 -4.1511
C 0.1425 2.1409 -3.3447
C 0.7185 -1.1856 1.5231
N 1.4836 2.1419 -3.2266
C -6.1409 1.7031 4.4523
N -6.8619 0.6234 4.8021
C -0.5240 -3.6967 -5.3575
H 2.1387 4.6145 -5.4330
C -0.5576 2.9877 -4.1871
N 1.0575 -0.2746 -0.4605
*
```

Löwdin population analysis, charges in e, atoms 1 to 5:
1. H 0.078
2. H 0.114
3. H 0.081
4. C -0.050
5. H 0.107


Below is a molecular structure, C36H45N10O2ReS2Si in a non-equilibrium geometry, with properties calculated with ωB97M-V/def2-TZVPD.

Properties
Relative energy (zero: lowest compared OMol25 entry of this formula, charge and spin) = 42.7 kcal per mole
E = -88731.7646 eV
Frontier orbital gap (alpha / beta) = 6.42 / 7.15 eV

Structure (ORCA input):
```
! wB97M-V def2-TZVPD RIJCOSX def2/J DEFGRID3
* xyz 1 2
C -4.1505 3.2428 -0.3873
H 4.1150 0.3445 1.7903
H -5.8289 -2.7641 1.0913
S 0.9945 -1.0690 4.3905
H 0.1484 2.7398 -3.1508
H 2.9242 -1.8816 5.4455
H -0.1326 -1.7294 -3.9056
C 1.8758 -4.7582 1.6336
C 3.9001 2.5434 5.2681
H -2.8835 0.4627 -1.8134
N 1.6912 0.4316 0.8547
H -5.0614 5.7573 3.5106
H 0.3807 -0.1864 -3.2242
H -1.0912 -0.9549 -2.6688
C -4.8110 6.7350 3.1009
N -2.2655 -1.2583 0.1322
C 0.6707 -3.9846 -2.1861
C 3.5807 2.5880 -1.4103
C 3.7091 1.4968 7.4157
H -5.2974 -1.6554 2.2440
H 3.1020 -0.5566 7.4036
N -3.8563 -2.7178 -0.2798
H -2.0127 -2.7949 -1.3299
C -3.0080 1.2929 -1.1301
C 2.5254 1.8230 -0.8934
H 4.5306 1.8804 1.0183
H -4.8104 7.4521 3.9203
C 1.2911 1.8995 -1.5558
C 0.9384 -0.3715 2.7968
Re -0.4483 -0.1216 0.0397
H -1.3997 2.5256 1.4229
C -2.6412 -2.3139 -0.6039
H 3.2926 -2.2753 -2.6764
H 4.5501 2.5513 -0.9408
H -5.5550 6.1001 -0.2119
C 2.7757 -1.0392 4.7701
H 0.1292 -4.0622 -3.1275
H 1.0654 -5.8508 3.2970
C 0.5613 -2.8913 0.8308
H -3.1689 7.6705 2.0387
H -2.6625 7.0878 -0.0572
N -3.3795 5.7441 1.3353
C -0.0634 -1.1502 -2.9857
C -4.7634 6.8152 -0.4317
C -3.4432 6.6942 2.4430
H -2.6864 6.4069 3.1751
H 4.2973 3.5365 7.1249
H -4.7991 2.0090 -2.0327
H 4.7270 0.3774 0.1292
H 0.0927 -4.4948 -1.4159
C 3.4144 3.3972 -2.5168
C -3.4011 6.2806 -0.0148
C 0.9264 -5.0301 2.6100
N 0.4022 -1.8426 -0.1065
N -4.1729 -1.8604 0.6635
O -3.0254 4.0670 2.8076
H 4.1290 3.4112 4.6656
H 3.7870 1.5425 8.4934
C 3.5152 1.3634 4.6560
C -3.1676 3.4054 0.5722
C -0.3810 -3.1661 1.8193
N 1.9777 -0.1942 2.0754
N -5.4155 -1.8511 1.2536
H 3.3077 -1.2492 3.8437
C 2.7797 -1.6651 -1.9360
N -3.2762 -0.9765 0.9417
N -2.0740 1.4164 -0.1778
H -0.9370 -4.4045 3.4603
H -5.0033 7.7386 0.0905
H -4.9770 3.9347 -0.4545
H -4.7754 7.0272 -1.4991
Si 0.9798 -2.1719 -1.7734
C 3.2221 0.2372 5.4176
H 3.3162 -1.7556 -0.9928
C 4.1002 0.8947 0.8576
C 1.6949 -3.7061 0.7559
H 3.4328 1.3117 3.5800
H 2.7662 -5.3665 1.5509
C 3.9970 2.6146 6.6487
H 1.5942 -4.5482 -2.2962
C -2.1567 2.4518 0.6524
H 2.0421 4.0979 -4.0121
H 4.2473 3.9744 -2.8885
C 2.7117 1.0020 0.3058
H 2.4647 -3.5063 0.0247
H 2.8517 -0.6270 -2.2572
C -3.1851 4.4513 1.6595
C 3.3234 0.3155 6.8017
C 1.1166 2.7203 -2.6729
C -0.1943 -4.2245 2.6955
H -1.2553 -2.5469 1.9354
S -0.6720 0.0916 2.3117
H -3.0489 5.5165 -0.7061
H -5.5876 7.0287 2.3952
O 0.2574 1.1491 -1.2017
C -4.0654 2.1662 -1.2578
C 2.1768 3.4647 -3.1468
*
```

Löwdin population analysis, charges in e, atoms 1 to 5:
1. C 0.013
2. H 0.056
3. H 0.114
4. S 0.952
5. H 0.119


Below is a molecular structure, C36H46ClF6Ge2IN4O5PTl in a non-equilibrium geometry, with properties calculated with ωB97M-V/def2-TZVPD.

Properties
Relative energy (zero: lowest compared OMol25 entry of this formula, charge and spin) = 23.7 kcal per mole
E = -218216.1400 eV
Frontier orbital gap (alpha / beta) = 6.46 / 6.57 eV

Structure (ORCA input):
```
! wB97M-V def2-TZVPD RIJCOSX def2/J DEFGRID3
* xyz 1 2
H 0.6963 2.8840 -1.8420
C 2.0680 -2.2603 0.6354
P -2.6065 0.7596 1.5712
Tl -0.8231 -1.1945 -0.6593
H -6.7279 0.3288 -2.5303
H -3.8317 -7.0885 -2.0386
C -3.2868 -6.3465 -1.4718
C 2.3945 -1.9472 3.0180
H -1.5263 -4.6053 3.7750
C 4.7226 -0.7159 -0.4114
C -2.7403 -5.2230 -2.1260
C 0.9264 3.1761 2.2944
H 1.4391 5.2685 0.3629
H 4.6229 -0.8795 0.6627
C 6.1014 -0.1272 -0.7258
C 2.2238 -1.3346 1.7783
O -1.4695 -3.2089 -2.0516
N -3.2889 -1.7645 -2.7277
H 5.9415 6.9105 -0.8126
C -0.2562 4.1450 2.3820
C -1.6420 -4.5917 2.7001
C 4.9519 6.5471 -0.5680
H 4.1385 8.5116 -0.2639
C -6.1627 -2.3249 -3.0403
H -0.1031 5.0594 1.8031
C -2.0149 -4.2607 -1.4571
H -3.7402 -1.8893 -3.6282
H 1.9802 -0.9553 -2.6229
C -1.8807 -4.4165 -0.0327
C 3.3578 0.2702 -3.7951
H 2.3056 -3.0215 3.1108
O 2.0857 0.7278 0.5216
H 4.2375 -0.3699 -3.6897
C -1.1695 3.2903 -0.8088
H -2.6825 -6.4506 2.5718
H -1.7606 3.2181 -1.7232
N -4.1645 -1.7506 -1.7565
H 4.5866 -1.6845 -0.8958
H -5.7789 -2.0955 -4.0372
C -5.6817 0.0651 -2.3688
C -1.1540 -3.5037 1.9581
C 3.9399 7.4479 -0.2549
O 2.0167 -1.9675 -0.5452
C 3.4359 4.6980 -0.2358
H 1.8860 7.6703 0.3283
H 6.8865 -0.7828 -0.3502
H -0.6823 -2.6696 2.4674
H 2.0526 -3.3246 0.9296
H 3.6979 1.3057 -3.8603
C 4.7037 5.1863 -0.5599
F -1.7273 -0.5797 1.9166
H -0.9948 4.3517 -0.6235
C 3.1254 3.2546 -0.2548
F -1.9355 1.5314 2.7963
H -2.3585 -2.4838 -2.5144
N 2.8649 -1.8672 5.4333
H 4.6762 2.6387 -1.5402
H 2.8931 0.0185 -4.7484
H -7.2436 -2.1899 -3.0778
H -5.8027 -1.0308 0.1592
H 2.9351 1.8479 2.7092
I -3.0328 -5.0312 -4.1783
H -5.2785 0.7073 -1.5842
F -3.8087 0.2251 2.4549
C 2.9175 0.1691 4.0340
O 2.6821 -3.0695 5.4572
C -2.4292 -5.5322 0.6354
H 3.2112 0.7300 4.9098
F -3.4170 2.0493 1.1053
C 2.7060 -1.1923 4.1267
C -6.2582 -1.6478 -0.6192
Cl -3.7981 -7.8975 0.6522
H 1.8204 3.6263 2.7318
F -1.3535 1.2161 0.6010
H -1.1810 3.6751 2.0586
C 3.8216 2.3356 -0.9378
N -1.2469 -3.4208 0.6504
H -7.3125 -1.3805 -0.6846
H -0.0740 1.4580 -1.1546
H -0.3890 4.4427 3.4223
C 2.6790 6.9784 0.0768
H 5.5089 4.4977 -0.7838
H -5.1357 0.2565 -3.2944
C 0.1383 2.5148 -0.9776
H 6.2604 -0.0116 -1.7995
C 2.4375 5.6123 0.0933
C -5.5881 -1.4078 -1.9669
Ge 3.2954 0.4687 -1.0018
H 0.6878 2.2740 2.8589
C 2.3577 0.0660 -2.6474
H -1.7675 2.8923 0.0106
Ge 1.4189 2.6266 0.4903
F -3.2084 -0.0783 0.2556
H 1.5109 0.7419 -2.7535
O 3.1820 -1.1741 6.3774
C 2.3379 0.0592 1.6990
C 2.7442 0.7860 2.8058
C -3.1266 -6.5038 -0.1300
H -3.7907 -1.4478 -0.8597
H 6.2370 0.8502 -0.2612
H -6.1859 -2.6968 -0.3281
C -2.2775 -5.6015 2.0376
H -5.9514 -3.3719 -2.8167
*
```

Löwdin population analysis, charges in e, atoms 1 to 5:
1. H 0.077
2. C -0.202
3. P 0.182
4. Tl 1.113
5. H 0.096


Below is a molecular structure, C36H46CrIN7O4PSi, with properties calculated with ωB97M-V/def2-TZVPD.

Properties
Relative energy (zero: lowest compared OMol25 entry of this formula, charge and spin) = 0.0 kcal per mole
E = -110384.1748 eV
Frontier orbital gap (alpha / beta) = 7.66 / 8.04 eV

Structure (ORCA input):
```
! wB97M-V def2-TZVPD RIJCOSX def2/J DEFGRID3
* xyz 2 4
H 1.8703 -2.7416 0.1189
C -4.7726 3.8964 1.6332
N 4.9201 -0.2672 -4.6433
C -3.9148 -1.1821 4.3055
H -0.8916 -5.3545 2.3461
C -1.8337 -0.6641 5.3849
H 1.1295 0.4069 -3.6763
C -1.8993 2.9810 -3.1664
H 1.7370 2.6207 -1.5334
C 1.5873 -1.5306 -1.6225
C -0.7687 2.5419 2.3228
C 1.0093 4.0892 1.7950
C -4.9114 2.8310 -0.5285
H 1.4980 5.5127 3.3222
O 1.3989 0.3275 -0.1289
H -6.1672 3.6057 -2.0950
H 1.6543 -3.6495 -1.3669
H 1.3710 3.5429 -2.9932
H 5.3284 -0.0264 -5.5289
C -0.0860 4.2016 3.9311
C 2.1567 -2.7781 -0.9350
H 2.3892 0.2642 3.2341
H 1.7503 4.4557 1.0970
Si -0.4598 1.9825 -2.5425
P -1.8004 1.1717 1.7172
C 2.1514 -0.2511 -0.9924
H -4.4391 -0.2183 -2.8469
H 0.4020 1.5304 -4.8105
N 1.6972 0.0421 2.5386
N 5.2954 -2.5184 -5.0062
H -1.5546 3.7773 -3.8276
H -2.6019 2.3644 -3.7271
H -5.7643 1.7221 -3.6340
H 1.7345 0.5360 1.6527
C -4.5226 0.6599 -2.2218
O 3.2719 0.1468 -1.2932
C 0.8678 4.6799 3.0410
H -3.3591 -1.8987 6.2501
H 5.6900 -2.3241 -5.9106
N 0.1293 -1.4143 1.6847
I -3.0750 -1.1129 -0.3719
H -5.9649 4.6240 0.0295
C -5.3034 1.7489 -2.6573
C 0.1952 3.0233 1.4389
H 4.1098 -0.9800 -2.4216
C 1.2081 -1.9387 3.7734
C -4.0070 1.8106 -0.1167
H -1.6270 2.7734 4.2918
H -4.2366 -0.2858 2.3934
C -3.3625 1.9664 1.1568
N 4.4349 -1.7782 -2.9919
N 0.1214 -1.5120 -1.4713
H 3.6572 -3.7304 -3.0507
C 4.2817 -3.1040 -2.4043
H 1.8532 -1.5444 -2.6828
O -1.2564 -3.0003 0.8318
C -3.9129 0.6983 -1.0025
O -0.9606 1.0103 -1.3213
C -5.5131 2.7918 -1.8114
H 0.5951 3.9773 -1.4804
H -2.4435 3.4434 -2.3403
H 1.9220 -1.6841 4.5401
H -5.0813 4.6575 2.3356
H -0.2656 -2.4485 -1.3799
C 0.1899 0.9018 -3.9436
C 0.9395 3.1317 -2.0777
H 3.8836 -3.9339 -0.4964
C -1.2747 -4.5756 3.0027
H -0.5007 0.6114 4.3010
C -0.9021 3.1406 3.5763
C -5.2663 3.8692 0.3659
C 0.4358 -3.0382 3.8732
H -2.2913 -4.3346 2.7058
C 1.0140 -1.0965 2.6425
H -1.1738 -0.7387 6.2391
H 5.3745 -3.4587 -4.6614
Cr -0.5154 -0.1658 0.0556
H -3.3441 3.0583 2.9820
C 3.6699 -2.9955 -1.0090
H -1.2622 -4.9172 4.0340
C -1.4557 0.1016 4.2911
C 4.8889 -1.5295 -4.2043
H 0.3072 2.5708 0.4627
H -0.3093 -1.0558 -2.2741
H -0.1950 4.6576 4.9055
C -3.0600 -1.3122 5.3922
H 0.4913 -3.7093 4.7192
N -0.4487 -3.3708 2.9061
H 4.6234 0.4816 -4.0382
H -4.8803 -1.6692 4.3122
C -0.5590 -2.6057 1.7572
C -3.5457 -0.4060 3.2183
H 4.1959 -2.2150 -0.4541
C -2.3082 0.2390 3.1971
C -3.7969 2.9568 2.0047
H -0.5282 0.1446 -4.2691
H 5.2621 -3.5795 -2.3163
*
```

Löwdin population analysis, charges in e, atoms 1 to 5:
1. H 0.116
2. C -0.035
3. N 0.215
4. C -0.058
5. H 0.106